Record 1
103
Properties=species:S:1:pos:R:3 method="wB97M-V/def2-TZVPD" largest_force_ev_per_a=1.35 multiplicity=1 homo_energy_ev=-13.10 molar_mass_g_mol=1183.221 total_charge=+1 gap_ha=0.3150
C 5.39 -0.19 4.01
C 4.04 0.03 4.66
O 3.00 -0.24 3.69
C 2.55 -1.52 3.70
N 1.08 -1.38 3.40
Br 0.60 -2.80 2.18
C 0.26 -1.62 4.63
O -1.02 -1.28 4.37
C -1.69 -0.61 5.43
B 0.80 0.00 2.70
O 0.98 0.02 1.38
C 0.42 1.29 3.47
C -0.10 2.39 2.55
H 5.63 -1.23 4.05
H 5.26 0.05 2.99
H 6.15 0.42 4.43
H 3.94 1.05 4.91
H 3.93 -0.58 5.53
H 3.00 -2.07 2.90
H 2.73 -2.06 4.61
H 0.33 -2.67 4.84
H 0.73 -1.10 5.45
H -2.33 0.12 4.98
H -2.31 -1.27 5.98
H -1.03 -0.08 6.07
H 0.13 0.09 0.94
H -0.32 1.14 4.23
H 1.30 1.65 3.95
H 0.56 2.53 1.73
H -1.10 2.20 2.24
H -0.10 3.28 3.12
C 4.40 0.95 -0.57
C 4.93 1.90 0.52
C 4.81 3.40 0.27
F 5.50 3.78 -0.82
F 5.32 4.05 1.35
F 6.21 1.57 0.81
F 4.18 1.64 1.63
O 5.32 0.42 -1.50
C 5.65 1.17 -2.60
C 7.12 1.57 -2.62
F 7.43 2.25 -1.50
F 7.34 2.36 -3.68
F 4.82 2.23 -2.69
F 5.43 0.39 -3.68
H 4.04 0.08 -0.03
H 3.53 1.38 -1.07
H 3.76 3.69 0.16
H 7.75 0.68 -2.68
C -0.62 3.83 -4.38
C -1.07 3.33 -3.00
C -1.32 4.37 -1.90
F -0.19 5.06 -1.62
F -1.70 3.72 -0.77
F -0.21 2.38 -2.55
F -2.28 2.72 -3.18
O 0.76 3.79 -4.65
C 1.59 4.81 -4.27
C 2.58 4.34 -3.21
F 1.93 3.85 -2.13
F 3.33 5.38 -2.80
F 0.90 5.89 -3.87
F 2.31 5.16 -5.35
H -1.05 3.13 -5.09
H -1.05 4.80 -4.62
H -2.11 5.06 -2.20
H 3.23 3.56 -3.61
C -4.19 0.08 -7.50
C -3.89 1.55 -7.19
C -3.88 1.98 -5.73
F -5.07 1.79 -5.14
F -3.59 3.31 -5.67
F -4.72 2.34 -7.90
F -2.62 1.79 -7.65
O -5.51 -0.26 -7.86
C -6.46 -0.50 -6.91
C -7.57 0.55 -6.95
F -7.05 1.79 -6.78
F -8.43 0.30 -5.94
F -5.91 -0.60 -5.68
F -7.02 -1.68 -7.20
H -3.61 -0.15 -8.40
H -3.81 -0.58 -6.72
H -3.11 1.44 -5.17
H -8.09 0.51 -7.90
C -2.47 -5.18 4.75
C -1.29 -6.06 4.30
C -1.39 -6.75 2.94
F -2.43 -7.59 2.90
F -0.26 -7.45 2.73
F -1.01 -6.95 5.26
F -0.20 -5.22 4.20
O -3.41 -5.75 5.62
C -4.45 -6.50 5.13
C -4.35 -7.95 5.58
F -3.18 -8.48 5.18
F -5.35 -8.65 5.01
F -4.55 -6.39 3.79
F -5.58 -5.99 5.65
H -2.02 -4.38 5.34
H -2.95 -4.69 3.90
H -1.50 -6.01 2.14
H -4.42 -8.02 6.66



Record 2
16
Properties=species:S:1:pos:R:3 method="wB97M-V/def2-TZVPD" largest_force_ev_per_a=6.44 multiplicity=1 homo_energy_ev=-13.98 de_lowest_kj_mol=77.67 molar_mass_g_mol=118.120 total_charge=+1 gap_ha=0.4054
C 0.45 0.26 0.25
C -0.48 -2.70 -0.80
N 1.60 -0.25 0.68
N 0.45 1.31 -0.73
N 0.38 -3.39 -0.38
N -0.56 -0.19 0.94
N -1.89 0.02 0.35
O -1.22 -1.86 -1.12
H 2.48 0.18 0.51
H 0.39 2.25 -0.36
H 1.27 1.17 -1.41
H 1.59 -1.22 0.91
H 0.54 -4.37 -0.50
H -2.12 -0.87 -0.07
H -2.55 0.36 0.93
H -1.60 0.70 -0.41